Record 1
ORCA calculation (wB97M-V/def2-TZVPD) on C16H36AsN2ORuS3Si2 as an isolated structure.

```
62
Properties=species:S:1:pos:R:3
H 0.090 3.108 -1.475
H 3.889 -1.048 -2.888
C 2.712 0.368 2.487
Si 3.209 -0.192 0.795
H 3.390 -0.024 3.249
H 1.338 -2.733 -1.829
C -1.388 -2.415 0.058
H -3.703 2.160 1.020
H -3.514 4.486 0.127
H -0.273 -4.042 0.914
H 2.457 -2.530 0.935
H 3.630 0.666 -3.252
N -0.574 3.029 -0.712
C -2.483 -2.027 -0.708
S -1.767 1.759 3.192
H 4.545 1.780 0.177
H -3.809 -5.100 -1.258
H 2.730 1.459 2.538
H -3.637 2.167 -0.597
H 3.622 -2.312 -0.380
C -2.011 -4.728 -0.139
C 0.882 -2.201 -2.667
H -1.688 -0.612 3.397
H -1.827 -5.773 0.075
H 4.915 0.412 -0.883
H 1.132 -2.731 -3.589
H 5.572 0.461 0.757
N -3.097 2.380 0.237
H 0.148 0.179 -4.757
C -3.361 -3.014 -1.168
H -2.923 -0.049 2.240
S -2.741 -0.336 -1.100
H -1.355 5.003 -0.933
H -0.183 0.794 4.656
H 0.816 1.602 -3.951
H -0.201 -2.226 -2.533
H 3.257 -0.564 -4.463
C 3.378 -2.025 0.645
C -0.842 1.660 4.704
As 1.432 0.530 -0.604
H -1.540 1.582 5.537
H -2.176 3.738 -1.849
C 4.695 0.699 0.147
Ru -0.944 0.839 -0.114
H 4.188 -2.369 1.295
C -1.701 3.968 -0.894
O -0.714 1.782 2.094
H -2.192 3.997 1.188
C -3.126 -4.347 -0.888
H 1.697 0.037 2.717
C -2.685 3.783 0.237
S -0.320 -1.201 0.734
H -3.236 0.092 3.995
H -0.609 0.767 -3.282
C 3.229 -0.339 -3.394
H -4.220 -2.721 -1.758
C -1.143 -3.764 0.331
H -0.266 2.580 4.785
C -2.472 0.122 3.218
Si 1.481 -0.457 -2.774
H -0.068 3.267 0.141
C 0.353 0.627 -3.781
```

The HOMO energy (spin up / spin down) comes out at -9.49 / -10.42 eV. Its relative energy (zero: lowest compared OMol25 entry of this formula, charge and spin) is 0.722 eV. Its multiplicity is 5. The total charge is +1. The calculation puts the frontier orbital gap (spin up / spin down) at 6.794 / 6.087 eV.

Record 2
ORCA calculation (wB97M-V/def2-TZVPD) on C15H19BBaF5O19PPd as an isolated structure in a non-equilibrium geometry.

```
62
Properties=species:S:1:pos:R:3
C -3.330 1.155 1.548
C 3.811 0.563 -1.180
F -0.601 -2.273 -1.680
H -4.756 2.133 3.874
P -2.098 -0.492 -4.195
H 1.592 -2.747 1.350
C 1.084 -1.809 1.124
O -3.878 0.083 2.038
C -1.236 -5.169 -0.728
H -3.142 -4.015 -2.532
F -0.531 -2.856 2.557
C 0.417 0.079 2.182
H -2.768 -0.361 3.624
O 0.443 1.187 2.671
H 0.183 1.084 -2.098
O -1.242 3.434 -0.916
C 1.937 3.706 0.256
C -1.131 -3.383 -2.207
C 1.131 4.375 1.387
B 0.104 0.502 -1.193
H 5.478 1.030 1.501
O -1.367 0.816 -3.817
O -0.944 -1.414 -4.531
H 0.689 -0.377 -1.417
F -2.970 2.031 4.792
O -0.693 -0.663 2.054
H 1.433 -1.519 0.132
O 2.939 0.956 -1.950
O 3.927 0.992 0.039
O 4.763 -0.298 -1.454
C -3.797 1.635 3.729
C -3.762 0.048 3.442
H -0.873 0.078 -1.019
O -0.154 4.098 0.932
O 1.049 3.634 -0.757
H -4.549 -0.522 3.936
H 0.434 0.962 -0.275
Ba 1.107 -0.191 -3.909
C -0.342 -1.962 1.570
Pd -1.977 1.277 -1.893
F 1.261 5.662 1.445
F 6.628 -1.186 -0.244
H -3.154 -2.618 -1.484
O -2.808 -0.629 -2.767
C 5.035 0.407 0.724
O -3.186 2.032 2.517
C -2.619 -3.543 -1.701
O -3.088 1.259 0.331
H -1.024 -3.274 -3.287
C 5.862 -0.076 -0.471
O -0.453 -4.439 -1.504
O 1.544 -0.668 1.787
O -1.009 -6.085 -0.013
O -2.406 -4.525 -0.594
H 6.484 0.660 -0.981
H 4.767 -0.534 1.204
H 2.869 4.156 -0.084
H 1.131 3.985 2.405
H -0.900 -2.343 0.715
O -3.335 -0.383 -5.180
H 2.198 2.666 0.454
C -0.182 3.670 -0.258
```

The HOMO energy (spin up / spin down) comes out at -7.23 / -7.04 eV. Its relative energy (zero: lowest compared OMol25 entry of this formula, charge and spin) is 1.905 eV. Its multiplicity is 3. The calculation puts the frontier orbital gap (spin up / spin down) at 6.269 / 6.079 eV.

Record 3
ORCA calculation (wB97M-V/def2-TZVPD) on C23H19IrN3OS as an isolated structure.

```
48
Properties=species:S:1:pos:R:3
C -1.994 3.836 -0.906
H 6.018 -1.709 3.987
H -1.109 1.162 -3.841
H 4.495 -1.953 -0.040
H -0.152 -2.993 -3.463
H 0.443 -2.631 -1.116
C 5.251 -1.538 3.242
H 1.985 1.273 -1.344
C -3.482 0.044 1.091
C 0.507 2.599 -0.794
C 0.327 3.892 -0.305
N 1.747 1.980 -0.667
C 0.108 -1.785 -1.707
C -0.915 4.505 -0.353
C -4.928 -1.825 0.552
C -2.338 -0.793 1.105
H -0.947 -1.092 -4.855
C -0.770 0.320 -3.246
H 1.173 4.414 0.131
C 5.453 -1.930 1.909
H -1.034 5.505 0.046
C 4.458 -1.695 1.008
C 0.016 -0.526 -1.092
S 1.556 0.007 3.060
H 3.882 -0.637 4.610
H -3.925 -3.712 0.340
H -5.585 0.205 0.808
C 4.076 -0.946 3.593
C -0.229 -1.998 -3.037
H 6.364 -2.411 1.586
H -1.677 -2.814 0.797
H -2.653 2.003 -1.813
H -2.972 4.300 -0.938
H -3.347 1.099 1.297
C -0.675 -0.939 -3.816
Ir 0.567 -0.260 0.848
H -5.915 -2.218 0.342
C -0.430 0.534 -1.908
N 3.304 -1.097 1.372
C 3.039 -0.711 2.653
H 2.503 2.577 -0.378
C -2.543 -2.164 0.812
N -1.136 -0.308 1.446
C -1.812 2.551 -1.403
C -0.582 1.909 -1.355
C -3.809 -2.655 0.557
O 2.421 -0.907 0.372
C -4.735 -0.470 0.815
```

The HOMO energy (spin up / spin down) comes out at -2.89 / -2.89 eV. Its relative energy (zero: lowest compared OMol25 entry of this formula, charge and spin) is 1.297 eV. Its multiplicity is 1. The total charge is -1. The calculation puts the frontier orbital gap (spin up / spin down) at 5.503 / 5.500 eV.

Record 4
ORCA calculation (wB97M-V/def2-TZVPD) on an isolated ion of composition C5H11N2 and charge +1 in a non-equilibrium geometry.

```
18
Properties=species:S:1:pos:R:3
C -1.241 1.136 0.555
H 1.140 2.475 1.342
H -0.705 -0.518 1.941
N 1.075 1.566 1.453
C -0.737 -1.335 -0.178
C 0.155 0.952 0.694
H -1.788 1.079 -0.448
N 0.567 -1.269 -1.015
H 1.765 0.929 1.829
C -0.662 -0.247 0.946
H -1.895 1.679 1.308
H -1.623 -1.294 -0.847
H 0.347 -1.667 -1.979
H -0.931 -2.265 0.375
C 0.938 0.098 -1.506
H 1.415 -1.873 -0.580
H 0.248 0.339 -2.247
H 1.931 0.215 -1.643
```

The HOMO energy comes out at -11.91 eV. Its relative energy (zero: lowest compared OMol25 entry of this formula, charge and spin) is 4.776 eV. Its multiplicity is 1. The total charge is +1. The calculation puts the frontier orbital gap at 8.520 eV.

Record 5
ORCA calculation (wB97M-V/def2-TZVPD) on a 2-piece molecular cluster, CHF2P overall in a non-equilibrium geometry.

```
5
Properties=species:S:1:pos:R:3
C 1.130 0.202 0.063
F 1.032 1.501 -0.075
F -2.021 -0.399 -0.181
H -1.361 0.024 0.312
P 1.220 -1.328 -0.119
```

The HOMO energy (spin up / spin down) comes out at -6.72 / -10.57 eV. Its relative energy (zero: lowest compared OMol25 entry of this formula, charge and spin) is 1.208 eV. Its multiplicity is 3. The calculation puts the frontier orbital gap (spin up / spin down) at 6.946 / 7.328 eV.

Record 6
ORCA calculation (wB97M-V/def2-TZVPD) on one molecule with the formula C5H8O.

```
14
Properties=species:S:1:pos:R:3
C -0.908 -0.970 -0.372
C -0.340 1.524 -0.046
H 2.153 -0.792 0.714
C 1.335 -0.501 0.047
H 1.827 1.647 -0.029
O 0.242 -1.330 0.366
C 0.992 0.983 0.220
C -1.379 0.440 -0.009
H 1.671 -0.689 -0.988
H -1.670 -1.722 -0.148
H -2.230 0.752 -0.626
H -0.694 -1.017 -1.453
H -1.767 0.454 1.025
H 0.767 1.219 1.297
```

The HOMO energy comes out at -8.09 eV. Its relative energy (zero: lowest compared OMol25 entry of this formula, charge and spin) is 4.040 eV. Its multiplicity is 1. The calculation puts the frontier orbital gap at 8.426 eV.